No. 1
Density functional theory data (ωB97M-V/def2-TZVPD) for 3 unconnected molecules or ions with the total composition C23H46F5N2O at a distorted geometry.

```
77
Properties=species:S:1:pos:R:3
F -1.5451 4.4985 5.8357
F -0.0857 5.9911 5.9791
F -0.9461 5.3667 3.4690
F 1.1512 5.3520 3.8856
F 0.4677 3.9743 6.3003
O -0.1631 -0.6736 4.9218
N -0.0739 0.4039 4.2320
N 0.2579 3.6033 1.9918
C 1.1971 1.0989 4.5222
C -1.8172 -1.9906 -5.9225
C -0.3005 -1.4950 -9.3259
C 0.6388 -1.3064 -2.5584
C -0.3001 4.7452 5.5789
C -0.3776 -2.3096 -6.3138
C -1.2969 1.2229 4.3247
C -0.1916 -0.5160 -8.1581
C -1.7787 1.4468 5.7650
C 0.0098 4.6868 4.0717
C 0.8420 -3.1835 -0.8416
C 0.0391 -2.3903 2.0813
C 0.3817 -1.1062 -6.8690
C -2.4142 0.3889 3.6638
C -1.2521 2.5354 3.5215
C -0.5834 -3.0914 -0.2957
C -0.7782 -2.0785 0.8310
C 1.0463 -2.0488 -9.7815
C 1.5572 1.1059 6.0396
C 0.0907 3.2879 3.4330
C 1.3633 2.4978 3.8936
C 1.4163 -1.8719 -1.3738
C 2.2998 0.2202 3.8698
H 0.9168 -2.7058 -10.6431
H -2.4105 -1.6800 -6.7839
H -0.3867 -1.0519 -2.2849
H 1.4648 -1.1250 -0.5760
H -1.1813 -0.0953 -7.9578
H 1.1166 -0.3965 -2.9263
H -0.9692 -2.3213 -9.0696
H -0.1703 -1.6623 2.8620
H -3.3273 0.9634 3.5642
H 2.0623 2.0182 6.3318
H 0.8577 -3.9289 -1.6433
H -2.0488 0.0970 2.6803
H 0.7007 0.9255 6.6783
H 0.4029 -0.3194 -6.1077
H 0.4362 0.3282 -8.4605
H 2.4486 -2.0507 -1.6873
H -0.3670 -3.1328 -7.0336
H 1.9149 3.1300 4.5767
H -0.8815 -4.0817 0.0628
H -1.8381 -2.0645 1.1016
H -1.8504 -1.1924 -5.1776
H -2.0613 3.1532 3.8809
H 3.2494 0.7391 3.8265
H -1.1075 2.0488 6.3639
H -2.5893 -0.5273 4.2152
H 1.5066 -3.5685 -0.0628
H 1.7206 -1.2414 -10.0744
H -1.2719 -2.8495 -1.1112
H 1.9444 -0.0478 2.8764
H 2.3863 -0.7100 4.4125
H 1.1120 -2.3576 1.8797
H -0.2068 -3.3805 2.4709
H -2.2995 -2.8700 -5.4925
H 0.6071 -2.0233 -3.3803
H 2.0098 2.4036 3.0340
H -1.9856 0.4953 6.2344
H 0.1510 -2.6720 -5.4291
H -2.7306 1.9636 5.7102
H -0.5392 -1.0693 0.4790
H -1.5309 2.2812 2.5055
H 1.5303 -2.6309 -8.9957
H 2.2496 0.3002 6.2405
H 0.3711 2.7340 1.4855
H 1.0813 4.1787 1.8523
H -0.7665 -0.9753 -10.1675
H 1.4250 -1.3927 -7.0311
```

Computed properties:
Highest occupied orbital energy (alpha / beta) in eV: -8.974 / -9.787
Multiplicity: 2
Lowest unoccupied orbital energy (alpha / beta) in eV: 0.59 / -0.27
Electronic energy in eV: -43210.994
HOMO-LUMO gap (alpha / beta) in eV: 9.56 / 9.52
Relative energy (zero: lowest compared OMol25 entry of this formula, charge and spin) in kcal per mole: 0.00

=====

No. 2
Density functional theory data (ωB97M-V/def2-TZVPD) for a molecular structure, C23H47AlBr2FO15S at a distorted geometry.

```
90
Properties=species:S:1:pos:R:3
Br 0.3101 -0.3859 6.2720
Br 0.6983 0.2119 2.2705
S -1.8743 2.0926 4.3429
Al 0.2932 1.2390 4.4247
F 1.5479 3.6861 3.5764
O 0.2487 -3.3045 -5.7687
O -6.6596 1.1669 3.6076
O 0.9385 2.9165 -0.4558
O 6.0686 0.6591 0.7006
O 8.1105 0.5529 -0.3484
O -0.9558 -6.2926 0.8759
O -1.1723 3.8029 -0.6258
O -0.6362 -4.1296 1.0855
O -1.8229 -2.4049 -6.1928
O 7.8451 0.1838 1.9019
O -5.2402 2.0180 2.1634
O -1.6641 -4.0382 -4.7326
O -6.8508 3.3894 3.0553
O 0.6422 -5.2893 -0.4317
O -0.0777 2.8389 -2.4016
C -0.9560 -3.2484 -5.5782
C 3.0527 2.4493 5.1721
C -9.0867 1.2246 3.6669
C -0.8792 -5.0334 -4.0800
C 3.6420 1.3050 4.1243
C 0.0114 -2.9094 0.7051
C -0.2058 3.2358 -1.1105
C -0.5801 -2.3666 -0.5837
C 9.2380 -0.1106 1.9757
C -4.8127 3.1134 1.3574
C -7.7987 1.2786 4.4694
C 0.9691 3.3565 0.8999
C -1.0117 -2.2352 -8.4756
C -1.1901 3.1361 -3.2542
C -1.2448 -1.5175 -7.1578
C 7.4127 0.4813 0.6510
C -0.2227 -5.2426 0.4288
C 5.4349 0.9446 -0.5523
C -1.1533 4.5876 -3.6988
C -6.3011 2.3034 2.9590
C 1.4989 2.8741 4.8170
C -0.6774 -7.5183 0.2031
C 5.2350 -0.3284 -1.3556
H -7.7624 0.4258 5.1556
H -1.9445 4.7901 -4.4258
H -0.0089 -4.5925 -3.5832
H -9.9559 1.2113 4.3301
H -3.8743 2.8320 0.8718
H 0.3938 -7.7439 0.2123
H -1.9337 -2.7125 -8.8231
H 0.9992 3.4703 5.7188
H 6.1947 -0.7704 -1.6409
H -9.1743 2.0893 3.0017
H 0.0847 3.0179 1.4491
H -0.3845 -3.0410 -1.4232
H -9.1087 0.3326 3.0326
H -1.1009 2.4855 -4.1307
H -0.1851 4.8284 -4.1495
H 3.1961 0.2436 4.4096
H -1.0540 -7.4727 -0.8235
H -4.6311 4.0072 1.9630
H -1.5020 -5.5123 -3.3194
H -0.6625 -1.5364 -9.2406
H 4.7036 -1.0794 -0.7622
H 3.3325 1.5107 2.9956
H 3.0698 2.1131 6.2941
H -0.1555 -1.3878 -0.8226
H -0.2653 -3.0282 -8.3670
H 1.0519 4.4472 0.9350
H -7.7401 2.1866 5.0806
H -1.2850 5.2646 -2.8490
H -5.5573 3.3169 0.5815
H 9.4410 -1.0714 1.4926
H -1.2013 -8.3211 0.7290
H 1.0956 -3.0496 0.6256
H 1.8542 2.9263 1.3767
H 4.8232 1.3511 4.2455
H 3.7347 3.4184 5.0413
H -1.6676 -2.2721 -0.4992
H -2.2703 2.0497 5.6992
H 9.8383 0.6847 1.5222
H 4.6651 -0.1260 -2.2665
H 6.0017 1.6945 -1.1161
H -2.1377 2.8868 -2.7631
H -0.5677 -5.7941 -4.8025
H -0.3225 -1.0675 -6.7730
H -1.9614 -0.7033 -7.3095
H 4.4592 1.3853 -0.3213
H -0.1619 -2.1924 1.5146
H 9.5133 -0.1884 3.0311
```

Computed properties:
Highest occupied orbital energy in eV: -5.551
Multiplicity: 1
Lowest unoccupied orbital energy in eV: 2.07
Electronic energy in eV: -215567.559
HOMO-LUMO gap in eV: 7.62
Net charge: -1
Relative energy (zero: lowest compared OMol25 entry of this formula, charge and spin) in kcal per mole: 51.44

=====

No. 3
Density functional theory data (ωB97M-V/def2-TZVPD) for 3 unconnected molecules or ions with the total composition C23H47Cl4N5O2P.

```
82
Properties=species:S:1:pos:R:3
Cl 3.3655 5.9660 -0.6445
Cl 4.7748 5.3837 2.3934
Cl 5.8662 -3.2102 -2.6685
Cl 6.1732 0.1735 -2.5083
P -2.5380 -2.3099 1.9184
O -1.5943 2.5523 -3.0853
O -1.8898 0.3832 -2.5871
N -1.4320 -1.3981 0.8970
N 0.0149 0.0209 -0.0453
N 3.2464 1.1433 -0.1898
N -1.1373 -1.8184 -0.4013
N -0.6253 0.4421 2.1729
C -0.6371 0.0575 -3.2047
C -0.3091 -0.9268 -0.9178
C -1.6788 -3.0413 -0.9960
C 6.5015 -2.2586 -1.3000
C 5.6330 5.6574 0.8533
C -4.5624 0.8795 -1.8030
C -3.9446 -1.1755 2.2008
C -1.6066 -2.3911 3.5103
C 4.9066 6.6314 -0.0375
C 2.6339 2.3728 1.8619
C -0.6834 -0.2661 1.0545
C 2.6537 2.3866 0.3317
C -3.7888 0.1998 2.8527
C 5.7937 -0.9362 -1.1601
C -3.1447 -2.8893 -3.0592
C 1.7317 1.2654 2.4090
C -1.2395 -3.8452 3.8877
C -2.3446 1.6584 -2.8487
C -3.9577 -4.1109 -1.0082
C -3.8483 1.7882 -2.7992
C 0.1886 -0.9194 -2.3217
C 0.2480 1.6177 2.2833
C -3.1264 -2.9296 -1.5271
H -4.0327 2.8350 -2.5499
H 3.6535 2.1940 2.2119
H -4.2275 1.6386 -3.8142
H -0.1627 -3.9568 4.0039
H -4.0363 0.8555 -0.8439
H -4.1078 -3.2315 -3.4427
H -3.5368 -2.0026 -1.1218
H 3.2399 3.2393 -0.0114
H 3.8029 1.3413 -1.0138
H 2.5056 0.5168 -0.4823
H -4.4178 -1.0595 1.2183
H 6.1065 -0.4399 -0.2438
H -4.1165 -4.0417 0.0679
H -0.8484 -0.3985 -4.1731
H -0.0681 0.9740 -3.3424
H 1.2046 -0.5258 -2.2717
H 1.6337 2.5177 -0.0484
H -1.1517 0.1409 2.9734
H -1.5534 -4.5500 3.1139
H 0.2148 -1.9220 -2.7433
H -4.7679 0.6620 2.9873
H -3.3095 0.1312 3.8330
H 4.7159 -1.0683 -1.1318
H -0.0885 2.1730 3.1601
H -2.9790 -1.8820 -3.4471
H -2.2441 -1.9405 4.2760
H -3.2122 0.8721 2.2175
H -1.7339 -4.1447 4.8103
H -2.3791 -3.5485 -3.4775
H 1.9354 0.3477 1.8500
H -0.7008 -1.7862 3.4278
H 6.3439 -2.8502 -0.4000
H -4.9357 -4.1301 -1.4921
H 7.5686 -2.1249 -1.4558
H 6.6149 6.0560 1.1012
H -1.5769 -3.8463 -0.2678
H 5.7540 4.6918 0.3685
H -4.6447 -1.7876 2.7835
H -5.5639 1.2687 -1.6091
H 5.5214 6.8548 -0.9074
H -4.6814 -0.1357 -2.1768
H -0.9916 -3.2648 -1.8125
H -3.4576 -5.0577 -1.2311
H 4.6789 7.5565 0.4850
H 0.0709 2.2600 1.4185
H 1.9773 1.0564 3.4540
H 2.3408 3.3595 2.2361
```

Computed properties:
Highest occupied orbital energy in eV: -11.426
Multiplicity: 1
Lowest unoccupied orbital energy in eV: -2.16
Electronic energy in eV: -95533.247
HOMO-LUMO gap in eV: 9.27
Net charge: +1

=====

No. 4
Density functional theory data (ωB97M-V/def2-TZVPD) for 3 unconnected molecules or ions with the total composition C23H47N2O7S2 at a distorted geometry.

```
81
Properties=species:S:1:pos:R:3
S 0.3994 -2.9334 7.4449
S -0.3763 1.2705 3.0987
O 1.3731 -2.8311 6.3845
O -0.5641 -1.8934 7.7111
O -1.3395 2.3149 3.3564
O -0.1243 3.6738 -6.6850
O -0.3096 -1.4395 -1.1380
O 0.5879 1.3780 2.0282
O -2.3974 1.8841 -1.9869
N -0.4022 -0.4588 -1.9739
N 1.8717 4.1567 -4.6068
C -1.1304 -0.8990 -3.1757
C 2.0634 -0.8967 -2.3800
C 1.2935 0.9010 -0.8652
C 0.9174 0.1583 -2.2082
C -1.2290 -0.2901 2.9304
C 0.3985 -5.4789 8.0612
C 1.0114 1.1345 -3.4142
C -0.5723 -2.1896 -3.8415
C 0.2467 1.3727 -5.8220
C -1.8515 4.2105 -2.1667
C 0.4892 0.8627 4.6148
C -1.0209 2.6414 -3.9308
C 0.8534 2.6747 -6.4094
C 0.7905 -4.7512 9.3521
C -2.5791 -1.2857 -2.6843
C 2.1238 3.2337 -5.7253
C -0.2357 1.3486 -4.3345
C 1.2629 -3.3461 8.9613
C -0.4552 -4.4924 7.2717
C -1.3073 0.1812 -4.2828
C 0.0186 -0.5420 5.0126
C -1.3598 2.7440 -2.4193
C -0.3740 -1.2726 3.7236
H -0.0115 4.4077 -6.0733
H -1.3711 -2.5512 -4.5120
H 1.3154 2.1205 -3.0405
H 2.5078 4.0198 -3.8334
H 1.2015 2.3796 -7.4189
H 0.2793 -1.9618 -4.5012
H 2.9891 -0.3000 -2.4585
H 0.5226 0.6822 -0.1205
H -0.8503 -0.4670 5.6676
H -3.0922 1.9020 -2.6506
H -2.8826 4.2974 -2.5504
H 2.7149 2.3710 -5.3814
H 2.3314 -3.3244 8.7524
H 1.8338 0.7910 -4.0604
H -2.2170 -0.1754 3.3768
H -1.9850 2.6759 -4.4736
H 2.1751 -1.5319 -1.4958
H 1.0182 -2.6074 9.7211
H 2.7231 3.7613 -6.4863
H -0.5460 -4.7449 6.2172
H -0.4839 3.5530 -4.2037
H 0.2469 1.6049 5.3724
H 0.5237 -1.5293 3.1551
H -0.0805 -4.6779 10.0074
H 1.5660 -5.2873 9.8984
H -0.4484 2.6340 -1.8226
H 1.2964 -5.7335 7.4928
H -0.1437 -6.4016 8.2647
H 0.7927 -1.0778 5.5563
H -2.5568 -2.3676 -2.4752
H 2.2288 0.5106 -0.4469
H 1.5577 0.8838 4.4040
H -1.4432 -4.3787 7.7181
H -1.8176 4.4754 -1.1038
H -0.3679 -2.9976 -3.1307
H -2.3019 0.6203 -4.1412
H -0.6019 1.1207 -6.4813
H -0.9164 -2.1956 3.9304
H -1.3206 -0.5456 1.8754
H -1.3668 -0.3582 -5.2402
H 1.3217 1.9921 -0.9726
H 0.9914 0.5761 -6.0017
H 2.0214 5.1014 -4.9397
H -1.2599 4.9389 -2.7449
H -2.8279 -0.7627 -1.7547
H 1.9848 -1.4595 -3.3190
H -3.3235 -1.1233 -3.4756
```

Computed properties:
Highest occupied orbital energy (alpha / beta) in eV: -8.146 / -9.117
Multiplicity: 2
Lowest unoccupied orbital energy (alpha / beta) in eV: 0.52 / 0.52
Electronic energy in eV: -63592.728
HOMO-LUMO gap (alpha / beta) in eV: 8.67 / 9.64

=====

No. 5
Density functional theory data (ωB97M-V/def2-TZVPD) for 4 unconnected molecules or ions with the total composition C23H47NO7PS at a distorted geometry.

```
80
Properties=species:S:1:pos:R:3
S -0.8086 -0.6915 -3.4255
P -0.8230 -1.5043 -1.6389
O 3.4429 -1.0395 -2.3243
O -8.1782 4.9343 1.0276
O -0.1827 -4.3546 0.1834
O -6.5474 6.3872 1.2187
O 0.4740 2.9177 1.8904
O 1.3137 -5.0847 1.6002
O 4.6243 0.3010 -1.0618
N 0.1886 1.8852 1.1987
C -0.1040 -6.7188 0.4089
C 5.5886 -0.1768 -3.1838
C 4.5236 -0.2651 -2.1184
C 1.8530 2.5074 -0.5723
C 1.3298 1.4175 0.3627
C -6.0066 3.9760 1.1291
C 0.9387 0.1852 -0.4843
C 1.8674 -6.1132 2.4293
C 3.1115 -1.5998 -3.6035
C -4.2683 6.6915 0.3656
C 2.9622 -6.8844 1.7240
C -1.1842 1.9603 0.6120
C -0.4677 -0.3615 -0.2452
C 2.4863 1.0593 1.3277
C 0.5520 -1.7120 1.7639
C -2.1829 1.9123 1.8039
C -1.4262 3.2799 -0.1131
C -6.9998 5.1163 1.1419
C -5.1961 6.7097 1.5623
C -1.4555 0.8005 -0.3695
C 0.3137 -5.3038 0.7302
C -0.6818 -1.1103 1.0975
C 3.8030 -2.9261 -3.8365
H -1.5066 4.1143 0.5788
H -4.1993 5.6955 -0.0721
H 3.4793 -3.3551 -4.7848
H -2.4740 0.4332 -0.2359
H 3.3155 -0.8814 -4.3980
H -4.8401 6.0589 2.3623
H -0.6849 3.5042 -0.8756
H -4.6328 7.3686 -0.4066
H 3.4080 -7.6106 2.4035
H 0.1024 -2.5495 -1.5613
H -2.7743 1.0010 1.8065
H 1.0799 -6.7664 2.8063
H -5.7447 3.7481 0.0964
H 2.1014 0.8642 2.3252
H -1.6363 1.9494 2.7435
H 0.4768 -7.0628 -0.4463
H 1.2079 2.6781 -1.4336
H -2.3883 3.1866 -0.6217
H 3.1739 1.8972 1.4233
H 2.2742 -5.5791 3.2859
H 2.5819 -7.4194 0.8536
H 3.7408 -6.2023 1.3835
H -1.3965 1.1819 -1.3908
H 0.9609 0.4894 -1.5325
H 1.6768 -0.6031 -0.3882
H 1.0706 -0.9929 2.3917
H 2.0305 -1.7280 -3.5731
H 0.2389 -2.5321 2.4084
H -2.0510 -2.0901 -1.2986
H 1.2407 -2.1520 1.0480
H 2.8090 2.1534 -0.9574
H -5.2553 7.7145 1.9767
H 6.3333 -0.9487 -2.9917
H 3.0513 0.2209 0.9415
H -1.3717 -1.9404 0.9141
H 0.0243 -7.4211 1.2281
H -5.0981 4.1699 1.6940
H -2.8485 2.7709 1.7639
H 6.0676 0.7947 -3.0993
H 4.8884 -2.8195 -3.8616
H -3.2664 7.0044 0.6605
H -1.1899 -0.4610 1.8049
H 5.2145 -0.2909 -4.1979
H -1.1537 -6.7037 0.1295
H 2.0392 3.4335 -0.0332
H 3.5551 -3.6236 -3.0359
H -6.4907 3.1063 1.5651
```

Computed properties:
Highest occupied orbital energy (alpha / beta) in eV: -8.095 / -8.444
Multiplicity: 2
Lowest unoccupied orbital energy (alpha / beta) in eV: 0.36 / 0.36
Electronic energy in eV: -60558.700
HOMO-LUMO gap (alpha / beta) in eV: 8.45 / 8.80
Relative energy (zero: lowest compared OMol25 entry of this formula, charge and spin) in kcal per mole: 0.00

=====

No. 6
Density functional theory data (ωB97M-V/def2-TZVPD) for 3 unconnected molecules or ions with the total composition C23H48Cl2N6O7P2 at a distorted geometry.

```
88
Properties=species:S:1:pos:R:3
Cl -5.2012 -1.1316 -4.7051
Cl -2.7193 -2.9956 -5.1613
P -2.5213 -3.4467 2.9309
P 4.8391 3.9504 -0.9503
O -0.7749 3.0954 -3.6595
O -6.8405 -1.1787 -2.2604
O 4.2883 2.7103 -0.2698
O -5.9136 -0.8870 -0.2580
O 1.0653 1.9128 -3.2589
O -4.5820 0.1006 1.2622
O -1.4597 -2.4392 2.5082
N -2.8301 -2.7103 4.4731
N 5.0574 5.6091 -1.5301
N -1.4169 -4.7815 3.1160
N 5.2103 3.2525 -2.4888
N 6.2635 4.0929 0.0414
N -3.9083 -4.5288 3.1465
C -3.8355 -5.9110 2.6385
C 5.6213 6.6244 -0.6228
C -0.0200 2.2586 -2.8818
C 6.1247 3.5849 1.4052
C -0.2861 -4.7840 2.1894
C -2.1062 -2.8387 -2.5394
C -0.6364 1.7586 -1.5758
C -5.8480 -1.0038 -1.6423
C -3.4377 -1.3811 4.3997
C -3.8552 -1.1486 -3.4856
C -5.1013 -3.9259 2.4871
C -2.2975 -0.0457 -0.7648
C -3.3236 -3.3715 5.6677
C -4.3897 -0.8490 -2.0955
C -0.9582 -5.2274 4.4180
C 7.5836 3.7552 -0.4568
C 6.1982 3.7338 -3.4364
C 4.0404 2.7678 -3.2253
C 3.7411 6.1461 -1.9700
C -3.7545 -0.4132 -0.9852
C -1.5798 0.5777 -1.9870
C -4.7286 -0.3249 0.1653
C -3.2884 -2.6074 -3.4981
H 3.0594 6.2759 -1.1242
H 6.8824 4.0358 2.0522
H -1.2919 2.5650 -1.2145
H 3.8628 7.1063 -2.4712
H -2.2942 0.7243 0.0269
H -3.1302 -0.4235 -3.8545
H 3.3203 2.3033 -2.5564
H 3.5326 3.5798 -3.7643
H 0.1294 1.4634 -0.8561
H 0.5165 -4.1135 2.5170
H -1.7725 -5.6663 4.9973
H -0.9611 -0.1387 -2.5379
H -2.3675 -2.6603 -1.4909
H -0.4844 -4.4220 4.9931
H -4.5258 -1.4387 4.2640
H 7.6376 2.7267 -0.8358
H -4.9851 -3.8979 1.3996
H -1.7499 -0.8990 -0.3346
H 4.3275 2.0097 -3.9567
H 0.1260 -5.7930 2.1026
H -3.4977 -5.9577 1.6010
H -5.2625 -2.9010 2.8292
H 5.1533 3.8430 1.8239
H -4.0913 -3.3021 -3.2256
H 6.6854 6.4761 -0.4659
H -0.5959 -4.4794 1.1902
H -3.0242 -0.8011 3.5747
H 8.3280 3.8651 0.3354
H 6.3331 2.9939 -4.2294
H -4.3747 -3.6796 5.5906
H -6.0022 -4.4898 2.7272
H 7.9059 4.4529 -1.2325
H -2.7342 -4.2384 5.9455
H -2.3527 1.0401 -2.6190
H 5.9146 4.6803 -3.9158
H 6.2381 2.4958 1.4526
H -3.2424 -0.8149 5.3131
H 3.2617 5.4699 -2.6817
H 5.5262 7.6148 -1.0768
H -0.1738 3.7228 -4.0788
H -3.2449 -2.6910 6.5193
H 5.1190 6.6438 0.3467
H 7.1822 3.8566 -2.9959
H -4.8235 -6.3757 2.6971
H -1.2185 -2.2880 -2.8692
H -0.2342 -6.0382 4.3077
H -3.1849 -6.5297 3.2494
H -1.8408 -3.9054 -2.6090
```

Computed properties:
Highest occupied orbital energy in eV: -8.228
Structure (SMILES): C[C@H](Cl)[C@@H](Cl)C1=C(CCCC(=O)O)C(=O)OC1=O.CN(C)P(=O)(N(C)C)N(C)C.CN(C)P(=O)(N(C)C)N(C)C
Multiplicity: 1
Lowest unoccupied orbital energy in eV: -0.96
Electronic energy in eV: -91522.515
HOMO-LUMO gap in eV: 7.27

=====

> Which value of electronic energy does entry 1 give?

-43210.994 eV